{
  "formula": "C10H24N4O4",
  "method": "ωB97M-V with the def2-TZVPD basis set",
  "smiles": "C1CCOC1.C1CCOC1.NC(N)=O.NC(N)=O",
  "orbital_gap_ev": 9.74,
  "e_homo_ev": -9.54,
  "multiplicity": 1,
  "elements": ["C", "O", "N", "N", "H", "H", "H", "H", "C", "O", "N", "N", "H", "H", "H", "H", "C", "C", "C", "O", "C", "H", "H", "H", "H", "H", "H", "H", "H", "C", "C", "C", "O", "C", "H", "H", "H", "H", "H", "H", "H", "H"],
  "coordinates": [[-3.207251, -0.367818, 0.710970], [-4.333577, -0.348986, 1.095145], [-2.658409, 0.570823, -0.023737], [-2.342709, -1.271427, 0.792983], [-1.701419, 0.412037, -0.304907], [-3.070489, 1.448046, 0.260472], [-2.581615, -2.043574, 1.398633], [-1.526729, -1.268306, 0.197778], [-10.388442, 2.707917, 1.741565], [-11.536980, 3.068009, 1.832302], [-9.519783, 2.960439, 0.728088], [-9.706434, 2.062034, 2.603769], [-9.892080, 3.570053, 0.014048], [-8.591556, 2.598897, 0.561414], [-10.358504, 1.704015, 3.286933], [-8.847952, 1.679433, 2.233985], [5.376639, -2.001423, 3.012253], [6.595536, -2.792168, 3.251923], [6.133541, -4.178136, 3.698008], [4.930588, -4.363430, 2.881950], [4.670026, -3.155240, 2.187662], [5.560675, -1.173283, 2.327832], [4.840834, -1.755741, 3.929112], [7.162776, -2.452276, 4.118424], [7.332275, -2.784698, 2.448660], [5.663478, -4.197892, 4.681245], [6.991933, -4.847697, 3.643580], [3.598356, -3.060352, 2.012678], [5.140734, -3.219093, 1.206620], [1.952020, 2.755607, -4.584244], [1.609108, 1.432580, -5.367839], [2.264490, 0.438961, -4.445993], [2.107969, 0.854233, -3.136560], [2.170348, 2.311350, -3.124553], [1.060761, 3.359409, -4.755074], [2.827601, 3.253906, -5.000361], [2.036167, 1.509069, -6.367781], [0.525858, 1.398806, -5.251555], [3.347426, 0.338199, -4.518091], [1.909117, -0.581100, -4.591835], [3.135193, 2.704736, -2.804509], [1.320481, 2.724083, -2.580993]],
  "forces_ev_per_a": [[-1.7, 2.1, -1.5], [-2.6, 0.0, 1.8], [-0.1, 4.2, -2.0], [3.7, -7.3, 2.3], [-0.3, 1.3, 0.2], [0.7, 0.6, -0.9], [0.5, -0.4, -0.5], [-0.2, -0.5, 0.7], [0.1, 1.8, -2.8], [-0.8, 0.4, -0.2], [-0.7, 2.1, -3.5], [0.8, -2.7, 4.3], [0.3, -0.2, -0.1], [-0.4, 0.0, 0.4], [1.1, -0.9, 0.6], [-0.3, -0.6, 1.3], [-1.2, -1.3, -2.0], [2.1, -0.1, 2.7], [-1.4, 1.3, -0.9], [0.5, -0.8, -0.2], [0.0, 0.6, 0.3], [-0.2, 0.3, 0.4], [0.0, 0.2, -0.2], [0.3, 0.5, 0.1], [-0.4, -0.3, -0.3], [0.9, 0.2, 0.5], [-0.6, -0.8, -0.5], [0.0, 0.0, 0.3], [0.1, 0.2, -0.2], [-0.3, -0.5, -1.0], [1.0, 1.5, 1.5], [1.1, -1.5, -0.9], [-1.1, 1.6, 1.6], [-0.8, -0.2, -1.4], [0.4, 0.6, 0.5], [-0.1, 0.0, 0.0], [-0.6, -0.4, 0.0], [0.0, -0.7, -0.8], [0.4, 0.3, -1.2], [-0.4, 0.0, 0.4], [-0.1, -0.3, 0.5], [0.4, -0.3, 0.7]]
}

{
  "formula": "C4H6N2O",
  "method": "ωB97M-V with the def2-TZVPD basis set",
  "e_above_lowest_ev": 2.8887,
  "smiles": "[H]/N=C(/C=N/[H])C(C)=O",
  "orbital_gap_ev": 9.49,
  "e_homo_ev": -9.35,
  "multiplicity": 1,
  "elements": ["C", "C", "C", "C", "N", "N", "O", "H", "H", "H", "H", "H", "H"],
  "coordinates": [[-1.309473, 1.011635, -0.397851], [-0.871956, -0.275621, 0.161724], [0.470570, -0.323030, 0.869131], [1.526535, -0.511900, -0.105136], [-0.425963, 1.815242, -0.757273], [-1.597404, -1.341438, 0.108079], [0.569341, -0.090009, 2.035067], [-2.488542, 0.944940, -0.403003], [1.455121, -0.087015, -1.172634], [1.747327, -1.638551, 0.064553], [2.460293, -0.050829, 0.294835], [-0.466797, 2.698213, -1.204390], [-1.069051, -2.151636, 0.506898]],
  "forces_ev_per_a": [[-2.7, -0.6, -0.1], [-0.3, -2.4, 1.5], [-1.8, 2.1, -1.7], [3.7, -1.1, -0.4], [1.3, -0.9, 0.5], [0.8, 0.8, -0.2], [0.3, -0.4, 1.0], [1.9, 1.1, -0.5], [-0.6, -1.3, 1.7], [-0.2, 1.4, -1.3], [-0.6, -0.2, -0.1], [-1.3, 0.8, -0.3], [-0.6, 0.8, -0.2]]
}

{
  "formula": "C3H12NO4",
  "method": "ωB97M-V with the def2-TZVPD basis set",
  "e_above_lowest_ev": 1.4207,
  "orbital_gap_ev": 11.06,
  "e_homo_ev": -14.20,
  "multiplicity": 1,
  "total_charge": 1,
  "elements": ["O", "C", "C", "C", "O", "N", "H", "H", "H", "H", "H", "H", "H", "H", "H", "H", "O", "H", "H", "O"],
  "coordinates": [[2.057529, 2.182117, 0.719413], [1.382558, 1.615847, -0.090815], [0.462429, 0.463629, 0.320391], [-0.998700, 0.775293, 0.033918], [-1.142671, 1.092607, -1.338654], [0.693550, 0.268537, 1.788657], [1.341590, 1.871975, -1.159745], [0.819682, -0.435257, -0.165251], [-1.313411, 1.659217, 0.594088], [-1.653768, -0.049220, 0.328343], [-1.337932, 0.269500, -1.829828], [1.153087, 1.091777, 2.217039], [-0.198008, 0.182740, 2.290614], [1.218789, -0.598801, 2.016580], [1.206963, -3.002508, 0.875527], [2.683359, -2.580488, 1.035961], [1.775805, -2.275916, 1.159068], [-3.256475, -0.275087, -2.809156], [-2.377923, -1.392418, -3.389958], [-2.516448, -0.863537, -2.596192]],
  "forces_ev_per_a": [[0.1, 0.2, 0.2], [-0.4, -0.2, -0.4], [0.7, 0.3, 0.6], [-0.4, 0.3, -0.9], [0.3, -0.3, 0.6], [-0.7, -0.3, 1.1], [0.1, 0.1, 0.1], [-0.2, -0.2, -0.2], [0.1, 0.0, 0.1], [0.1, -0.1, 0.0], [-0.2, 0.2, 0.0], [0.3, -0.1, -0.5], [0.1, -0.1, -0.2], [0.0, 0.3, -0.5], [0.2, 0.0, 0.1], [-0.1, 0.0, 0.0], [-0.1, 0.1, 0.0], [0.2, -0.2, 0.1], [0.0, 0.0, 0.0], [-0.1, 0.1, -0.1]]
}

{
  "formula": "C2H4N4O",
  "method": "ωB97M-V with the def2-TZVPD basis set",
  "e_above_lowest_ev": 3.3347,
  "smiles": "Cc1nnnn1O",
  "orbital_gap_ev": 11.14,
  "e_homo_ev": -10.56,
  "multiplicity": 1,
  "elements": ["C", "C", "H", "H", "H", "H", "N", "N", "N", "N", "O"],
  "coordinates": [[-0.669569, -0.124572, 1.420225], [-0.045609, 0.470378, 0.209991], [-1.430194, -0.851657, 1.102338], [-1.161182, 0.639385, 2.034038], [0.074991, -0.670169, 2.014441], [0.832677, -1.742948, -1.793828], [0.139922, 1.749233, -0.095598], [0.665075, 1.781456, -1.329993], [0.837765, 0.550443, -1.780557], [0.383720, -0.227205, -0.825131], [0.372405, -1.574346, -0.955924]],
  "forces_ev_per_a": [[-0.2, -0.3, 0.1], [-0.4, 0.5, 0.7], [0.2, 0.2, 0.1], [0.3, -0.1, -0.3], [-0.2, 0.2, -0.1], [0.0, 0.1, 0.0], [-0.1, -0.3, -0.3], [0.3, -1.3, 0.0], [-0.2, 1.3, 0.0], [0.3, 0.0, -0.4], [0.0, -0.4, 0.1]]
}

{
  "formula": "C26H54Br6N6O4",
  "method": "ωB97M-V with the def2-TZVPD basis set",
  "e_above_lowest_ev": 1.9321,
  "smiles": "CN(C)C=O.CN(C)C=O.CN(C)C=O.CN(C)C=O.BrCCBr.BrCCBr.BrCCBr.CCCC#N.CCCC#N",
  "orbital_gap_ev": 9.44,
  "e_homo_ev": -9.45,
  "multiplicity": 1,
  "elements": ["C", "O", "N", "C", "C", "H", "H", "H", "H", "H", "H", "H", "C", "O", "N", "C", "C", "H", "H", "H", "H", "H", "H", "H", "C", "O", "N", "C", "C", "H", "H", "H", "H", "H", "H", "H", "C", "O", "N", "C", "C", "H", "H", "H", "H", "H", "H", "H", "C", "C", "C", "C", "N", "H", "H", "H", "H", "H", "H", "H", "C", "C", "C", "C", "N", "H", "H", "H", "H", "H", "H", "H", "Br", "C", "C", "Br", "H", "H", "H", "H", "Br", "C", "C", "Br", "H", "H", "H", "H", "Br", "C", "C", "Br", "H", "H", "H", "H"],
  "coordinates": [[-3.988365, -5.147699, 3.532532], [-4.954325, -5.493659, 4.227682], [-3.596455, -3.863089, 3.263682], [-2.603915, -3.589499, 2.258392], [-4.288445, -2.752149, 3.980872], [-3.342345, -5.839089, 2.969662], [-2.011065, -4.456739, 1.967682], [-1.851335, -2.967639, 2.743182], [-2.947135, -3.071819, 1.362672], [-5.218855, -3.016359, 4.483482], [-3.700065, -2.259829, 4.755172], [-4.580185, -2.064749, 3.186842], [-3.178445, 2.972991, 5.460882], [-4.166165, 3.022951, 4.723672], [-2.096295, 2.268661, 5.183452], [-1.076815, 2.053711, 6.154092], [-1.961475, 1.404501, 3.994132], [-3.005105, 3.650441, 6.311302], [-1.112575, 2.778241, 6.967642], [-0.054765, 1.968281, 5.785012], [-1.216915, 1.187761, 6.801092], [-2.870625, 1.379001, 3.393382], [-1.087565, 1.868851, 3.537222], [-1.664955, 0.399721, 4.295092], [6.707185, -1.789249, -0.031208], [6.876605, -0.754909, 0.606242], [5.580135, -2.566799, 0.133512], [5.439705, -3.879289, -0.515448], [4.447045, -2.170259, 0.995102], [7.470165, -2.164969, -0.730418], [4.422745, -4.049789, -0.868748], [5.781905, -4.671569, 0.150362], [6.143185, -4.076989, -1.324228], [3.740455, -1.526629, 0.471112], [4.064145, -3.152889, 1.270672], [4.806795, -1.707249, 1.913962], [4.182455, -2.205579, -3.860068], [4.824005, -2.470589, -4.857498], [2.806815, -2.147459, -3.902838], [2.060765, -2.380799, -2.598218], [1.969475, -2.016309, -5.143938], [4.600455, -2.044869, -2.854258], [1.184045, -1.735459, -2.543378], [2.675215, -2.250709, -1.707358], [1.672415, -3.399079, -2.578878], [1.300935, -1.181489, -4.933638], [2.548075, -1.745049, -6.026978], [1.468285, -2.970399, -5.307088], [-2.724325, -3.127539, -4.468058], [-2.821655, -4.388239, -3.561228], [-3.388525, -4.062499, -2.163418], [-2.875275, -2.826449, -1.519808], [-2.393135, -1.882529, -1.058438], [-2.035265, -3.342049, -5.284928], [-2.289555, -2.256279, -3.978188], [-3.636585, -2.917079, -5.026258], [-1.785785, -4.711409, -3.458168], [-3.304355, -5.226399, -4.063828], [-3.109175, -4.894919, -1.517558], [-4.464345, -3.888969, -2.188188], [1.867595, 4.181931, -3.393108], [1.046185, 3.342861, -4.378968], [0.165965, 4.127991, -5.386628], [0.861255, 5.094651, -6.301408], [1.435745, 5.847321, -6.924018], [2.439775, 5.004851, -3.821508], [2.575365, 3.524621, -2.888018], [1.174375, 4.635011, -2.684388], [0.470795, 2.642201, -3.773898], [1.784235, 2.752461, -4.921928], [-0.512725, 4.792631, -4.852088], [-0.428695, 3.420611, -5.964648], [-2.157385, 5.079881, 2.467882], [-2.038465, 5.203021, 0.483082], [-2.861765, 4.115521, -0.161548], [-2.658825, 3.978161, -2.108738], [-0.997735, 5.139831, 0.165292], [-2.355085, 6.218231, 0.243942], [-3.924885, 4.318601, -0.032578], [-2.578835, 3.145911, 0.248212], [0.045395, 1.493411, -1.080298], [-0.250455, 0.805241, 0.752622], [0.526695, -0.531779, 0.823152], [0.514905, -1.315559, 2.677012], [-1.305295, 0.530741, 0.745472], [0.007655, 1.568051, 1.487202], [1.567345, -0.388179, 0.532402], [0.158795, -1.325649, 0.173142], [2.498165, 2.826251, 2.563362], [1.415255, 4.500311, 2.870322], [0.852675, 4.417611, 4.275132], [2.239075, 4.303011, 5.682842], [0.650565, 4.430091, 2.096742], [2.023745, 5.395451, 2.741602], [0.153965, 3.586841, 4.373772], [0.223775, 5.287841, 4.463002]],
  "forces_ev_per_a": [[-1.4, 0.3, 0.3], [1.9, 0.6, -1.0], [-1.6, -0.8, 1.5], [1.1, 0.7, 0.8], [0.0, -0.1, -1.2], [-0.2, -0.4, 0.2], [-0.5, -0.4, 0.0], [0.1, 0.4, -0.3], [-0.4, 0.0, 0.1], [0.2, -0.8, -0.3], [0.5, 0.0, -0.3], [0.1, 0.5, 0.3], [-1.6, 1.2, -1.5], [0.7, 0.0, 1.1], [0.9, -1.8, -0.4], [0.5, -0.1, 2.0], [0.3, 0.7, 0.8], [-0.4, -0.2, 0.3], [0.2, 0.8, -0.5], [-0.1, 0.3, -0.4], [-0.3, -0.9, -0.6], [0.2, 0.3, 0.0], [-0.1, -0.4, -1.0], [-0.2, -0.1, 0.1], [-0.9, 0.7, 1.4], [-0.1, -0.8, -0.8], [0.5, 0.0, -1.1], [0.9, 0.0, 0.3], [1.4, -0.9, 0.0], [-0.3, -0.2, -0.1], [0.1, 0.0, 0.1], [-0.7, -0.2, 0.6], [-0.1, 0.9, -0.5], [-0.1, -0.1, 0.1], [-0.8, 0.4, 0.1], [0.0, 0.3, -0.2], [-1.4, -0.8, -1.5], [0.6, 0.6, 0.5], [-0.5, 0.3, 1.8], [0.1, 0.2, -1.7], [1.1, -0.1, 1.4], [0.1, -0.1, 0.0], [0.1, 0.3, 0.0], [0.2, 0.2, -0.3], [0.1, -0.2, 0.0], [-0.4, -0.3, -0.1], [0.3, -0.2, 0.3], [-0.3, 0.2, -0.2], [0.1, -1.0, -0.8], [1.0, 1.7, -0.3], [0.0, 0.1, 0.0], [1.0, 0.1, -0.3], [-0.5, -0.7, -0.2], [0.2, -0.2, 0.0], [-0.4, 0.0, 0.2], [-0.3, 0.4, 0.6], [0.1, -0.1, 0.4], [-0.5, 0.2, 0.3], [-0.5, 0.0, 0.3], [-0.1, -0.5, 0.0], [-0.5, 0.2, 0.0], [1.2, 0.6, -0.4], [0.2, 0.5, 0.2], [-0.8, -2.4, 1.9], [0.9, 1.3, -1.1], [0.0, -0.1, -0.4], [-0.1, 0.1, 0.2], [0.2, 0.0, 0.3], [-0.4, 0.1, -0.3], [-0.2, -0.2, -0.3], [-0.3, -0.2, 0.2], [0.0, 0.2, -0.1], [0.0, -0.1, -0.9], [0.4, 0.5, -0.2], [-0.5, 0.0, 0.2], [0.2, 0.3, 0.3], [0.1, -0.2, 0.4], [-0.3, -0.2, 0.0], [0.1, -0.3, 0.2], [-0.2, 0.1, -0.2], [0.1, 0.0, 0.6], [-0.2, -1.7, -0.8], [0.5, 0.5, 0.4], [0.1, 0.6, -0.9], [0.0, 0.4, 0.3], [0.2, -0.3, -0.2], [0.1, 0.1, 0.5], [-0.5, 0.3, 0.2], [-0.3, 0.9, -0.1], [0.6, -1.0, 0.4], [-0.5, 0.1, -0.1], [-0.8, 0.1, -0.6], [0.0, 0.2, 0.3], [0.2, -0.4, -0.1], [0.5, -0.2, 0.1], [0.4, 0.3, 0.2]]
}

{
  "formula": "C3H2O5",
  "method": "ωB97M-V with the def2-TZVPD basis set",
  "e_above_lowest_ev": 2.6952,
  "orbital_gap_ev": 8.87,
  "e_homo_ev": -9.58,
  "multiplicity": 1,
  "elements": ["C", "C", "C", "O", "O", "O", "O", "O", "H", "H"],
  "coordinates": [[0.245293, 0.554560, -0.777392], [0.000667, -0.806357, 0.472683], [-1.446028, 0.351215, -1.033663], [0.422556, 1.733513, -0.139659], [0.679806, -0.379860, 1.549084], [0.923966, 0.199495, -1.720729], [-0.390968, -1.923997, 0.313684], [-2.311687, -0.297994, -1.386151], [1.129348, 1.672523, 0.523185], [0.747044, -1.103099, 2.198957]],
  "forces_ev_per_a": [[1.9, -2.6, 1.6], [1.2, 0.6, -1.0], [-2.3, -0.2, -1.7], [-0.6, 0.7, 0.4], [-0.1, 0.1, 0.4], [-1.0, 0.1, 0.0], [-0.2, 0.7, -0.1], [1.4, 0.8, 0.8], [-0.2, -0.3, -0.3], [0.0, 0.0, -0.2]]
}

{
  "formula": "C3H5ClN2O",
  "method": "ωB97M-V with the def2-TZVPD basis set",
  "e_above_lowest_ev": 3.2639,
  "smiles": "[H]/N=C(\\N)C(=O)CCl",
  "orbital_gap_ev": 9.00,
  "e_homo_ev": -10.19,
  "multiplicity": 1,
  "elements": ["C", "C", "C", "H", "H", "H", "H", "H", "N", "N", "O", "Cl"],
  "coordinates": [[-0.660891, 0.307904, 0.326376], [0.252621, -0.333785, -0.403818], [1.742093, -0.260235, -0.232840], [-1.715871, -0.674350, -1.036033], [-2.863810, 0.446509, -0.145864], [-1.194490, 1.140516, 1.804331], [2.119697, -0.589830, 0.947139], [2.266050, -0.917355, -1.060449], [-1.936279, -0.245473, -0.138023], [-0.349900, 0.805675, 1.482371], [-0.035169, -1.186567, -1.311468], [2.375949, 1.506992, -0.231722]],
  "forces_ev_per_a": [[-6.2, 0.4, 4.1], [6.3, -6.1, -6.7], [2.9, -0.3, 2.8], [-0.7, 0.1, 0.0], [3.5, -2.4, 0.1], [-2.4, 0.9, 2.0], [-1.4, 0.6, -3.6], [-1.1, 1.7, 1.9], [-2.4, 4.4, 1.0], [1.4, -0.3, -3.2], [0.5, 2.4, 2.3], [-0.5, -1.4, -0.4]]
}